9
Properties=species:S:1:pos:R:3 method="wB97M-V/def2-TZVPD" total_charge=0 energy_ha=-246.780858 orbital_gap_ev=8.24 e_above_lowest_kj_mol=528.16 smiles="C1#C[C@H]2N=C2C1" lumo_energy_ev=-1.1 e_homo_ev=-9.30
N -1.484 -0.798 -0.519
H 1.423 -0.542 -1.276
H 1.840 -0.753 0.306
C -0.433 1.319 0.072
H -1.703 0.433 1.465
C 1.128 -0.223 -0.314
C 0.743 1.143 -0.322
C -0.320 -0.771 0.022
C -1.194 0.193 0.567